1.
{
  "formula": "C34H16F18FeGeN7S4",
  "method": "ωB97M-V/def2-TZVPD",
  "de_lowest_kj_mol": 110.5,
  "multiplicity": 6,
  "total_charge": 2,
  "e_tot_ev": -229093.811,
  "s_squared": 8.80,
  "homo_ev": [-13.11, -13.07],
  "orbital_gap_ev": [6.8, 3.8],
  "elements": ["Fe", "N", "C", "N", "C", "C", "S", "C", "C", "S", "C", "N", "N", "H", "H", "H", "H", "H", "H", "F", "C", "F", "F", "C", "C", "C", "N", "C", "C", "H", "H", "H", "H", "F", "C", "C", "C", "F", "C", "F", "C", "F", "C", "F", "Ge", "S", "C", "C", "F", "C", "F", "C", "F", "C", "F", "C", "F", "C", "C", "F", "C", "F", "C", "F", "C", "F", "C", "F", "C", "N", "C", "C", "N", "C", "S", "H", "H", "H", "H", "H", "H"],
  "coordinates": [[1.18666, -0.68441, 0.52907], [-0.64109, -3.64670, 1.83051], [-0.46338, -2.65888, 2.70415], [0.18514, -1.55181, 2.44706], [0.17897, -0.69563, 3.52176], [-0.47764, -1.18461, 4.62829], [-1.11421, -2.74302, 4.33922], [0.78922, 0.60176, 3.36115], [0.91001, 1.57695, 4.31558], [1.63352, 2.98929, 3.67696], [1.73826, 2.18800, 2.11771], [1.27597, 0.95961, 2.11866], [2.21572, 2.80452, 1.03969], [-0.39490, -3.48639, 0.86664], [-1.25853, -4.41251, 2.04768], [-0.61997, -0.71682, 5.58155], [0.62864, 1.52675, 5.34587], [2.57556, 3.74240, 1.09298], [2.39255, 2.25466, 0.20817], [7.69187, -2.56237, 2.24745], [6.85334, -3.60650, 2.20418], [6.83799, -4.15276, 3.42303], [7.35997, -4.49874, 1.35813], [5.46569, -3.15187, 1.79571], [4.84551, -3.63475, 0.65159], [3.58248, -3.14810, 0.34201], [2.94667, -2.24308, 1.07994], [3.54918, -1.80020, 2.18514], [4.80351, -2.22142, 2.59066], [5.32739, -4.36638, 0.01904], [3.06100, -3.50296, -0.53507], [2.99428, -1.07727, 2.76896], [5.25298, -1.83712, 3.49561], [-4.86390, 1.93228, -1.82381], [-3.81893, 2.71272, -2.12478], [-2.58260, 2.25194, -1.70790], [-1.48021, 3.02378, -1.99879], [-0.26875, 2.61788, -1.54805], [-1.58273, 4.19461, -2.73821], [-0.47942, 4.86703, -3.06481], [-2.83911, 4.64932, -3.13273], [-2.94792, 5.77227, -3.81882], [-3.98047, 3.91564, -2.79550], [-5.17949, 4.36602, -3.11754], [-2.60215, 0.49618, -0.77015], [-0.56668, -0.36903, -0.78326], [-3.61009, -0.83311, -1.87360], [-4.00738, -2.04693, -1.34172], [-3.67068, -2.31371, -0.07145], [-4.69905, -2.99664, -2.08089], [-5.03207, -4.16069, -1.53814], [-5.02484, -2.71649, -3.40743], [-5.68992, -3.59810, -4.12826], [-4.59219, -1.52155, -3.98376], [-4.84386, -1.26594, -5.25779], [-3.87510, -0.61260, -3.21439], [-3.38632, 0.50095, -3.78045], [-3.44353, 0.82298, 1.03977], [-3.31830, -0.13360, 2.03013], [-2.51397, -1.18213, 1.78854], [-3.93851, -0.02633, 3.26556], [-3.74585, -0.96275, 4.19488], [-4.74368, 1.07809, 3.53323], [-5.35554, 1.19401, 4.69663], [-4.85546, 2.08261, 2.57359], [-5.57142, 3.16653, 2.82431], [-4.19452, 1.94679, 1.35460], [-4.26410, 2.95648, 0.48810], [5.38950, 0.96797, -3.12044], [3.97270, 1.15562, -3.28964], [3.36806, 1.62381, -4.42201], [2.02572, 1.60163, -4.21729], [1.82454, 1.11912, -2.95602], [3.01712, 0.84859, -2.38927], [3.30049, 0.26412, -0.81436], [5.90852, 1.42294, -3.96163], [5.62790, -0.09566, -3.08124], [5.73296, 1.41704, -2.18909], [3.93016, 1.93753, -5.27869], [1.22563, 1.88385, -4.86829], [0.93306, 0.98535, -2.49821]],
  "atomic_forces_ev_per_a": [[0.854, 0.111, 0.725], [-0.040, 0.403, 0.532], [-0.117, -0.382, -0.193], [0.626, 0.721, -0.156], [0.498, 0.243, -1.231], [-0.544, -0.865, 0.506], [0.288, 0.556, 0.101], [-0.153, -0.593, -0.782], [0.257, 0.787, 0.209], [-0.237, -0.369, 0.257], [0.176, 0.428, -0.626], [-0.161, -1.072, 0.007], [-0.248, -0.042, 0.861], [0.001, 0.023, -0.143], [0.031, -0.070, -0.085], [-0.030, 0.167, 0.247], [-0.134, 0.009, 0.346], [0.025, 0.038, -0.006], [0.095, -0.278, -0.254], [-0.069, 0.131, -0.034], [0.189, 0.044, 0.021], [-0.157, -0.039, 0.107], [-0.083, -0.103, -0.156], [-0.119, 0.018, -0.057], [-0.030, 0.167, 0.297], [0.079, -0.193, -0.240], [-0.547, 0.537, 0.032], [0.287, -0.081, 0.249], [-0.102, -0.095, -0.204], [-0.027, 0.006, 0.002], [0.018, 0.022, -0.125], [0.069, 0.060, 0.089], [0.005, 0.017, -0.005], [-0.399, 0.294, -0.253], [0.399, 0.148, -0.034], [-0.071, -0.432, 0.245], [-0.196, -0.211, 0.070], [0.029, 0.450, -0.276], [0.004, -0.142, 0.079], [-0.061, 0.121, 0.020], [0.093, -0.340, 0.219], [-0.015, -0.037, 0.054], [0.218, -0.229, 0.103], [-0.080, 0.012, -0.127], [-0.219, 0.200, -0.042], [-0.403, -0.102, -0.640], [0.234, 0.344, 0.379], [-0.031, 0.172, -0.374], [-0.242, -0.333, 0.055], [0.086, 0.306, -0.053], [-0.082, -0.073, 0.026], [0.360, 0.296, 0.212], [-0.001, 0.001, 0.004], [0.101, 0.067, 0.236], [-0.038, -0.040, -0.088], [0.006, -0.145, 0.193], [-0.283, -0.207, -0.349], [0.321, -0.229, -0.592], [-0.088, 0.357, -0.010], [-0.092, -0.176, 0.498], [0.008, 0.197, -0.344], [-0.049, -0.157, 0.203], [0.236, 0.076, -0.414], [0.040, -0.022, 0.010], [0.123, -0.175, -0.118], [-0.013, -0.016, 0.059], [0.080, -0.116, 0.131], [-0.257, 0.101, 0.351], [0.663, -0.225, 0.248], [-0.775, -0.121, 0.462], [-0.796, 0.252, -0.575], [0.551, 0.192, -0.573], [0.668, -0.106, 0.137], [-0.366, -0.020, 0.123], [-0.046, -0.309, 0.544], [-0.066, -0.013, 0.072], [-0.033, 0.039, -0.063], [-0.083, 0.077, -0.070], [0.073, 0.021, -0.115], [-0.163, 0.061, -0.106], [-0.044, -0.116, 0.190]]
}


2.
{
  "formula": "C34H17F15GeKN4O2S2",
  "method": "ωB97M-V/def2-TZVPD",
  "de_lowest_kj_mol": 47.6,
  "multiplicity": 1,
  "total_charge": -1,
  "e_tot_ev": -180865.527,
  "homo_ev": -4.51,
  "orbital_gap_ev": 6.3,
  "elements": ["K", "C", "C", "N", "N", "C", "N", "S", "C", "C", "C", "C", "C", "N", "H", "H", "H", "H", "H", "H", "H", "H", "H", "H", "C", "C", "O", "C", "C", "C", "C", "C", "C", "O", "H", "H", "H", "H", "H", "H", "H", "F", "C", "C", "C", "F", "C", "F", "C", "F", "C", "F", "Ge", "S", "C", "C", "F", "C", "F", "C", "F", "C", "F", "C", "F", "C", "C", "F", "C", "F", "C", "F", "C", "F", "C", "F"],
  "coordinates": [[-1.66660, 0.77826, 0.73975], [0.11486, -1.82627, 5.21489], [-0.62411, -1.03529, 4.17151], [-0.82425, -1.44008, 2.97770], [-0.30203, -2.64390, 2.63447], [-0.53732, -3.20948, 1.40898], [0.16574, -4.37973, 1.25439], [-1.57383, -2.63594, 0.27090], [-1.13581, 0.32637, 4.49357], [-1.63166, 0.64036, 5.75276], [-2.11787, 1.92181, 5.97058], [-2.07574, 2.84156, 4.93985], [-1.55345, 2.44035, 3.71515], [-1.09631, 1.21206, 3.49886], [1.14961, -1.98655, 4.89689], [0.14581, -1.29816, 6.16344], [-0.34693, -2.80368, 5.38274], [0.22107, -3.18151, 3.31170], [1.09817, -4.40604, 1.64348], [0.10621, -4.74929, 0.31764], [-1.66643, -0.10348, 6.53794], [-2.52984, 2.19073, 6.93520], [-2.44742, 3.84926, 5.06302], [-1.50848, 3.11276, 2.86812], [-0.60994, 4.58806, -1.38327], [-1.31225, 4.03277, -0.15447], [-0.70906, 3.18021, 0.49043], [-2.63195, 4.54942, 0.21968], [-2.97278, 5.85138, -0.18903], [-4.13600, 6.47492, 0.19525], [-5.02761, 5.76136, 1.01572], [-4.75464, 4.48157, 1.41209], [-3.55471, 3.78358, 1.02891], [-3.38423, 2.57754, 1.37230], [0.01818, 3.79236, -1.78062], [0.03855, 5.41700, -1.08909], [-1.29777, 4.93644, -2.15031], [-2.27234, 6.39823, -0.80963], [-4.35644, 7.48524, -0.12291], [-5.95325, 6.23062, 1.33443], [-5.45117, 3.92552, 2.02908], [-0.16358, -1.66539, -5.27337], [-0.17038, -2.82810, -4.60913], [0.34851, -2.89287, -3.32594], [0.28971, -4.13120, -2.72070], [0.77533, -4.31836, -1.47598], [-0.24146, -5.25200, -3.33453], [-0.26999, -6.43265, -2.70250], [-0.74551, -5.14446, -4.61492], [-1.26372, -6.21351, -5.22551], [-0.70715, -3.92214, -5.26180], [-1.18986, -3.81883, -6.50469], [0.84291, -1.16972, -2.44562], [-0.87286, 0.02344, -2.29869], [1.93842, -1.67003, -0.83209], [2.95877, -2.59887, -0.94678], [3.22393, -3.15907, -2.13781], [3.75422, -2.99136, 0.11421], [4.71767, -3.90772, -0.03832], [3.54847, -2.41330, 1.35451], [4.30097, -2.77598, 2.39986], [2.56895, -1.45120, 1.50545], [2.39035, -0.88006, 2.70392], [1.79070, -1.08946, 0.41535], [0.88258, -0.13656, 0.63354], [2.37470, -0.41191, -3.49696], [3.02765, -0.99237, -4.56858], [2.68076, -2.20976, -5.01498], [4.07596, -0.37540, -5.23160], [4.67862, -0.96964, -6.26899], [4.51013, 0.86599, -4.80902], [5.52322, 1.47170, -5.43423], [3.90124, 1.47182, -3.72510], [4.33740, 2.66281, -3.30297], [2.85724, 0.82265, -3.09063], [2.33012, 1.42316, -2.01748]],
  "atomic_forces_ev_per_a": [[-0.027, -0.242, -0.041], [-0.001, -0.007, 0.009], [-0.028, 0.000, -0.026], [0.065, 0.017, -0.002], [0.022, 0.072, -0.007], [-0.094, -0.224, 0.126], [-0.018, 0.109, 0.044], [-0.028, 0.041, -0.025], [0.003, -0.018, -0.026], [0.001, -0.004, 0.010], [-0.001, 0.006, 0.003], [0.006, -0.005, 0.003], [0.000, 0.010, 0.039], [0.009, 0.062, -0.047], [0.009, -0.004, -0.001], [0.011, -0.002, -0.010], [-0.001, 0.005, -0.003], [-0.001, 0.004, -0.003], [-0.004, -0.016, 0.018], [0.005, 0.007, 0.097], [0.000, 0.007, -0.002], [0.002, 0.001, 0.003], [-0.003, 0.001, 0.002], [0.003, 0.007, -0.003], [0.000, -0.018, -0.002], [0.025, 0.036, 0.029], [-0.067, 0.022, 0.041], [0.024, 0.052, 0.011], [-0.002, -0.014, 0.001], [-0.004, -0.007, 0.003], [0.008, 0.008, -0.002], [0.011, -0.010, 0.009], [-0.060, -0.028, -0.013], [0.040, 0.082, -0.048], [0.003, 0.008, 0.003], [-0.010, 0.012, 0.000], [-0.007, -0.002, -0.004], [0.004, 0.001, -0.004], [-0.002, 0.001, 0.003], [-0.001, 0.000, -0.001], [-0.001, 0.001, 0.000], [0.058, -0.057, 0.003], [-0.035, 0.043, -0.001], [0.013, -0.045, 0.068], [0.004, 0.012, -0.156], [0.086, -0.030, -0.115], [-0.005, 0.028, -0.006], [0.001, -0.014, 0.020], [-0.005, -0.009, -0.004], [0.009, 0.007, -0.001], [-0.004, 0.006, -0.011], [0.007, 0.005, 0.016], [-0.016, -0.065, -0.034], [0.071, 0.118, 0.016], [-0.013, 0.072, 0.044], [0.037, 0.064, 0.018], [-0.046, -0.040, -0.021], [-0.004, -0.002, 0.008], [-0.001, 0.002, -0.009], [0.003, -0.012, -0.001], [-0.012, 0.006, -0.017], [0.002, 0.010, 0.017], [-0.017, -0.015, -0.004], [-0.028, -0.038, 0.006], [0.068, -0.027, -0.006], [0.007, 0.017, 0.004], [-0.022, 0.011, -0.005], [-0.035, 0.003, -0.012], [0.002, -0.011, -0.005], [-0.003, 0.004, 0.007], [0.003, 0.009, 0.005], [-0.008, -0.005, -0.001], [0.000, -0.016, -0.022], [0.000, 0.012, 0.015], [0.022, -0.043, -0.034], [-0.032, 0.029, 0.033]]
}